Molecular formula: C38H33F3N4O6P2SV
Method: DFT, the ωB97M-V functional and the def2-TZVPD basis

Highest occupied orbital energy (alpha / beta), Eh: 0.0100 / -0.0643
Energy above the lowest of the compared OMol25 structures with the same formula, charge and spin, eV: 0.000
<S²>: 3.780
Spin multiplicity: 4
Net charge: -2
Gap between HOMO and LUMO (alpha / beta), eV: 3.84 / 5.86

Cartesian coordinates (Å):
V (-2.732, 1.896, 1.432)
C (-2.621, 4.084, 5.219)
C (-2.339, 3.306, 3.976)
N (-3.229, 3.082, 2.993)
N (-4.495, 3.293, 3.302)
C (-5.391, 3.109, 2.358)
N (-6.663, 3.550, 2.508)
S (-4.901, 2.385, 0.806)
C (-1.052, 2.827, 3.630)
C (0.063, 3.164, 4.424)
C (1.291, 2.554, 4.093)
C (1.425, 1.829, 2.909)
C (0.367, 1.674, 2.063)
N (-0.869, 2.024, 2.526)
H (-3.684, 4.127, 5.376)
H (-2.250, 5.097, 5.180)
H (-2.043, 3.537, 5.975)
H (-6.939, 4.001, 3.376)
H (-7.277, 3.492, 1.669)
H (0.008, 3.886, 5.254)
H (2.108, 2.649, 4.773)
H (2.368, 1.238, 2.768)
H (0.421, 1.307, 1.032)
C (2.728, -2.471, -1.149)
C (2.955, -1.014, -1.386)
P (1.490, 0.213, -1.425)
C (2.475, 1.634, -1.923)
C (2.880, 2.533, -0.917)
C (3.715, 3.606, -1.219)
C (4.173, 3.759, -2.541)
C (3.819, 2.810, -3.500)
C (2.956, 1.782, -3.221)
C (0.570, -0.210, -2.945)
C (-0.158, 0.878, -3.450)
C (-1.116, 0.692, -4.476)
C (-1.319, -0.573, -4.990)
C (-0.363, -1.583, -4.694)
C (0.545, -1.399, -3.694)
P (1.184, -2.869, -0.283)
C (1.607, -3.827, 1.210)
C (0.681, -4.706, 1.805)
C (0.844, -5.036, 3.109)
C (1.861, -4.444, 3.879)
C (2.796, -3.610, 3.269)
C (2.636, -3.197, 1.936)
C (0.538, -4.147, -1.310)
C (-0.770, -3.994, -1.833)
C (-1.284, -4.993, -2.696)
C (-0.582, -6.205, -2.840)
C (0.539, -6.430, -2.036)
C (1.171, -5.470, -1.335)
H (2.702, -2.980, -2.109)
H (3.584, -2.913, -0.580)
H (3.606, -0.874, -2.269)
H (3.522, -0.501, -0.536)
H (2.539, 2.392, 0.106)
H (4.097, 4.254, -0.373)
H (4.780, 4.605, -2.823)
H (4.108, 3.006, -4.528)
H (2.677, 1.045, -3.947)
H (0.012, 1.801, -2.886)
H (-1.646, 1.542, -4.901)
H (-2.200, -0.899, -5.576)
H (-0.326, -2.526, -5.258)
H (1.243, -2.200, -3.501)
H (-0.214, -5.142, 1.278)
H (0.201, -5.732, 3.619)
H (1.951, -4.647, 4.940)
H (3.680, -3.224, 3.799)
H (3.254, -2.455, 1.467)
H (-1.335, -3.079, -1.596)
H (-2.182, -4.726, -3.326)
H (-0.961, -6.940, -3.512)
H (1.060, -7.423, -2.098)
H (2.159, -5.629, -0.899)
O (-2.903, -2.045, 1.757)
C (-2.804, -0.879, 1.412)
O (-2.898, 0.160, 2.192)
C (-2.261, -0.542, -0.005)
O (-2.029, -1.402, -0.846)
O (-2.145, 0.784, -0.160)
F (-2.165, 2.860, -2.080)
C (-1.545, 3.976, -1.694)
F (-0.617, 4.389, -2.616)
F (-2.448, 4.984, -1.590)
C (-0.930, 3.718, -0.315)
O (0.212, 4.064, 0.012)
O (-1.913, 3.336, 0.454)

Okay, here come the Löwdin numbers, in e, for every atom:
1 V 0.686
2 C -0.058
3 C -0.281
4 N -0.142
5 N -0.046
6 C -0.823
7 N 0.014
8 S 0.614
9 C -0.241
10 C -0.036
11 C -0.105
12 C -0.135
13 C -0.115
14 N 0.039
15 H 0.045
16 H 0.064
17 H 0.069
18 H 0.077
19 H 0.079
20 H 0.093
21 H 0.073
22 H 0.097
23 H 0.072
24 C -0.447
25 C -0.408
26 P 1.064
27 C -0.402
28 C -0.094
29 C -0.079
30 C -0.100
31 C -0.110
32 C -0.106
33 C -0.368
34 C -0.093
35 C -0.072
36 C -0.096
37 C -0.108
38 C -0.112
39 P 1.045
40 C -0.361
41 C -0.094
42 C -0.107
43 C -0.100
44 C -0.101
45 C -0.106
46 C -0.388
47 C -0.073
48 C -0.074
49 C -0.106
50 C -0.151
51 C -0.104
52 H 0.062
53 H 0.082
54 H 0.076
55 H 0.085
56 H 0.084
57 H 0.119
58 H 0.084
59 H 0.092
60 H 0.100
61 H 0.088
62 H 0.101
63 H 0.101
64 H 0.101
65 H 0.083
66 H 0.135
67 H 0.095
68 H 0.089
69 H 0.097
70 H 0.080
71 H 0.073
72 H 0.116
73 H 0.076
74 H 0.106
75 H 0.109
76 O 0.040
77 C -0.537
78 O -0.151
79 C -0.481
80 O 0.008
81 O -0.170
82 F 0.149
83 C -0.526
84 F 0.097
85 F 0.128
86 C -0.478
87 O 0.061
88 O -0.165

Molecular formula: C38H33F6LuN8O7
Method: DFT, the ωB97M-V functional and the def2-TZVPD basis

Highest occupied orbital energy, Eh: -0.3037
Energy above the lowest of the compared OMol25 structures with the same formula, charge and spin, eV: 0.000
Net charge: 0
Gap between HOMO and LUMO, eV: 7.52

Cartesian coordinates (Å):
Lu (-1.626, -1.465, 0.617)
O (-1.684, -1.674, 5.009)
C (-1.622, -1.838, 3.798)
N (-1.870, -0.921, 2.807)
C (-1.815, 0.445, 3.003)
O (-1.175, 1.042, 3.858)
C (-2.585, 1.185, 2.000)
C (-2.730, 2.582, 2.120)
C (-3.506, 3.243, 1.168)
C (-4.124, 2.504, 0.122)
C (-3.911, 1.131, 0.064)
N (-3.125, 0.516, 0.970)
C (-1.337, -3.201, 3.302)
C (-0.563, -4.053, 4.096)
C (-0.245, -5.322, 3.587)
C (-0.747, -5.712, 2.325)
C (-1.531, -4.806, 1.610)
N (-1.742, -3.571, 2.068)
H (-2.212, 3.088, 2.941)
H (-3.589, 4.327, 1.205)
H (-4.724, 2.962, -0.654)
H (-4.328, 0.523, -0.722)
H (-0.206, -3.677, 5.065)
H (0.382, -5.984, 4.181)
H (-0.546, -6.687, 1.896)
H (-2.002, -5.070, 0.662)
N (-0.191, -2.891, -1.036)
C (1.245, -2.591, -0.897)
C (2.087, -3.685, -1.596)
C (3.611, -3.482, -1.677)
C (4.038, -2.084, -2.156)
N (3.871, -1.183, -1.036)
C (3.548, 0.097, -0.989)
N (3.544, 0.879, -2.095)
N (3.247, 0.614, 0.214)
C (1.519, -2.326, 0.617)
O (2.727, -2.196, 1.033)
O (0.496, -2.248, 1.360)
H (-0.335, -3.856, -0.747)
H (-0.512, -2.815, -2.001)
H (1.442, -1.639, -1.432)
H (1.707, -3.761, -2.649)
H (1.898, -4.692, -1.142)
H (3.993, -4.227, -2.400)
H (4.083, -3.724, -0.703)
H (3.435, -1.747, -3.033)
H (5.094, -2.080, -2.484)
H (3.678, -1.675, -0.147)
H (3.784, 0.490, -2.993)
H (3.183, 1.819, -2.086)
H (3.115, -0.011, 1.003)
H (2.989, 1.590, 0.314)
C (2.359, 4.554, -3.050)
C (1.290, 4.970, -2.032)
C (1.719, 6.174, -1.181)
C (2.783, 5.763, -0.149)
C (2.283, 4.634, 0.700)
C (2.644, 4.529, 2.044)
C (2.125, 3.457, 2.785)
F (2.454, 3.389, 4.102)
C (1.295, 2.464, 2.245)
C (0.919, 2.541, 0.890)
C (0.130, 1.485, 0.273)
O (-0.056, 0.396, 0.893)
C (-0.412, 1.817, -1.039)
C (0.015, 2.939, -1.700)
N (0.916, 3.823, -1.174)
C (1.393, 3.672, 0.129)
C (-1.421, 0.926, -1.698)
O (-2.184, 1.494, -2.488)
O (-1.472, -0.342, -1.284)
H (2.602, 5.416, -3.699)
H (2.032, 3.734, -3.725)
H (3.301, 4.263, -2.543)
H (0.343, 5.202, -2.572)
H (0.829, 6.598, -0.671)
H (2.110, 6.951, -1.858)
H (3.028, 6.629, 0.500)
H (3.741, 5.477, -0.652)
H (3.314, 5.236, 2.534)
H (0.937, 1.665, 2.889)
H (-0.344, 3.176, -2.708)
F (-4.335, -2.046, 1.282)
C (-4.445, -2.597, 0.052)
C (-3.327, -2.690, -0.737)
C (-3.464, -3.227, -1.991)
F (-2.392, -3.382, -2.784)
C (-4.691, -3.654, -2.464)
F (-4.810, -4.159, -3.719)
C (-5.827, -3.550, -1.659)
F (-7.038, -3.963, -2.107)
C (-5.694, -3.016, -0.383)
F (-6.781, -2.894, 0.404)

Okay, here come the Löwdin numbers, in e, for every atom:
1 Lu 1.735
2 O 0.083
3 C -0.447
4 N 0.004
5 C -0.468
6 O 0.074
7 C -0.209
8 C 0.013
9 C -0.037
10 C -0.030
11 C -0.099
12 N 0.042
13 C -0.203
14 C 0.020
15 C -0.036
16 C -0.048
17 C -0.137
18 N 0.028
19 H 0.123
20 H 0.103
21 H 0.107
22 H 0.122
23 H 0.129
24 H 0.105
25 H 0.098
26 H 0.110
27 N 0.005
28 C -0.273
29 C -0.144
30 C -0.179
31 C -0.171
32 N 0.064
33 C -0.413
34 N 0.214
35 N 0.236
36 C -0.519
37 O -0.050
38 O -0.105
39 H 0.083
40 H 0.081
41 H 0.144
42 H 0.127
43 H 0.132
44 H 0.117
45 H 0.124
46 H 0.128
47 H 0.124
48 H 0.078
49 H 0.110
50 H 0.091
51 H 0.124
52 H 0.096
53 C -0.044
54 C -0.316
55 C -0.129
56 C -0.138
57 C -0.147
58 C 0.060
59 C -0.222
60 F 0.062
61 C 0.081
62 C -0.080
63 C -0.272
64 O -0.074
65 C -0.026
66 C 0.037
67 N -0.003
68 C -0.075
69 C -0.556
70 O 0.032
71 O -0.220
72 H 0.091
73 H 0.088
74 H 0.077
75 H 0.155
76 H 0.135
77 H 0.123
78 H 0.128
79 H 0.127
80 H 0.135
81 H 0.128
82 H 0.152
83 F 0.029
84 C -0.295
85 C -0.091
86 C -0.268
87 F 0.055
88 C -0.138
89 F 0.080
90 C -0.126
91 F 0.092
92 C -0.149
93 F 0.093

What is the formula in the second record?
C38H33F6LuN8O7

What is the net charge in the second record?
0

Which value of energy above the lowest of the compared OMol25 structures with the same formula, charge and spin does entry 1 give?
0.000 eV

Look up the energy above the lowest of the compared OMol25 structures with the same formula, charge and spin of the first one.
0.000 eV